1.
A single C2H5OP molecule in a non-equilibrium geometry. Source: the Open Molecules 2025 dataset; level of theory: ωB97M-V with the def2-TZVPD basis set.

Summary:
Net charge: 0
SMILES: O=CCP
LUMO (eV): 0.58
Multiplicity: 1
Orbital gap (eV): 9.94

The geometry in XYZ format:
```
9
C2H5OP (ωB97M-V with the def2-TZVPD basis set)
O 0.654 1.179 -1.996
C 0.444 1.000 -0.869
C -0.266 0.211 0.048
P 1.139 -0.738 1.035
H 1.302 1.512 -0.168
H -0.806 -0.575 -0.492
H -1.091 1.125 0.558
H 1.757 0.438 1.248
H 1.477 -1.111 -0.307
```



2.
A molecular structure, C20H17BrN2O5S2Tc in a non-equilibrium geometry. Source: the Open Molecules 2025 dataset; level of theory: ωB97M-V with the def2-TZVPD basis set.

Summary:
Net charge: +2
LUMO (spin up / spin down) (eV): -10.12 / -10.05
Multiplicity: 2
Orbital gap (spin up / spin down) (eV): 3.32 / 2.93

The geometry in XYZ format:
```
48
C20H17BrN2O5S2Tc (ωB97M-V with the def2-TZVPD basis set)
Tc 0.195 -1.782 1.102
C 1.567 -3.000 4.411
C 1.275 -3.824 3.332
C 0.050 -3.698 2.672
C -0.866 -2.718 3.091
C -0.545 -1.866 4.154
C 0.663 -2.018 4.816
H 2.499 -3.131 4.951
H 1.970 -4.599 3.027
H -0.257 -4.451 1.958
H -1.878 -2.728 2.697
H -1.266 -1.129 4.489
H 0.893 -1.389 5.668
C 2.860 -0.503 2.499
O 1.623 -0.274 1.764
C 1.557 0.902 1.007
C 2.309 2.014 1.294
C 2.160 3.144 0.496
Br 3.185 4.667 0.863
C 1.255 3.145 -0.528
C 0.470 2.001 -0.806
C 0.649 0.850 -0.033
O -0.034 -0.315 -0.222
C -0.498 2.130 -1.872
N -0.680 3.318 -2.523
C -1.613 3.093 -3.427
C -2.177 4.009 -4.374
C -3.143 3.529 -5.190
C -3.575 2.167 -5.101
C -3.047 1.244 -4.186
C -2.071 1.728 -3.371
N -1.324 1.168 -2.351
H 3.700 -0.201 1.879
H 2.909 -1.563 2.701
H 2.838 0.057 3.429
H 3.006 2.032 2.121
H 1.111 4.029 -1.129
H -0.221 -1.372 -1.648
H -1.829 5.033 -4.420
H -3.603 4.177 -5.923
H -4.349 1.827 -5.778
H -3.404 0.223 -4.145
H -1.391 0.210 -2.058
O -0.465 -2.191 -2.159
S -0.307 -3.362 -1.136
O -1.142 -2.961 0.063
O -0.597 -4.574 -1.787
S 1.538 -3.050 -0.318
```



3.
2 unconnected molecules or ions with the total composition C7H15NO in a non-equilibrium geometry. Source: the Open Molecules 2025 dataset; level of theory: ωB97M-V with the def2-TZVPD basis set.

Summary:
Net charge: 0
LUMO (eV): 0.92
Multiplicity: 1
Orbital gap (eV): 7.84

The geometry in XYZ format:
```
24
C7H15NO (ωB97M-V with the def2-TZVPD basis set)
C -1.166 0.549 1.183
C -0.031 -0.696 -0.109
C 0.859 0.425 -0.171
C -2.003 -0.398 2.010
C 1.908 0.597 0.902
N -0.924 -0.945 -1.116
C 1.868 -0.307 -1.597
C 1.569 -0.071 -2.860
O -1.913 1.283 0.214
H -2.867 1.134 0.268
H -0.675 1.283 1.828
H 0.347 -1.583 0.395
H 0.454 1.331 -0.607
H -1.448 -0.120 -1.397
H -1.491 -1.774 -1.018
H 2.784 -0.816 -1.308
H -2.857 0.110 2.485
H -2.418 -1.204 1.395
H -1.402 -0.837 2.808
H 2.750 1.170 0.516
H 2.284 -0.370 1.238
H 1.494 1.112 1.768
H 2.252 -0.267 -3.683
H 0.628 0.394 -3.145
```



4.
2 unconnected molecules or ions with the total composition C3H9NS in a non-equilibrium geometry. Source: the Open Molecules 2025 dataset; level of theory: ωB97M-V with the def2-TZVPD basis set.

Summary:
Net charge: 0
SMILES: C=N.CSC
LUMO (eV): 0.96
Multiplicity: 1
Orbital gap (eV): 9.03

The geometry in XYZ format:
```
14
C3H9NS (ωB97M-V with the def2-TZVPD basis set)
C 1.993 2.134 -1.117
N 0.814 2.475 -0.742
H 2.987 2.211 -0.476
H 1.995 1.765 -2.172
H 0.236 2.684 -1.559
C -2.089 -1.514 0.666
S -0.529 -1.077 -0.145
C 0.559 -0.589 1.248
H -2.602 -0.643 1.088
H -1.968 -2.258 1.477
H -2.743 -1.888 -0.101
H -0.262 -0.478 2.125
H 0.905 -1.688 1.330
H 1.432 0.013 1.021
```



5.
A molecular structure, C2H2O3Ru in a non-equilibrium geometry. Source: the Open Molecules 2025 dataset; level of theory: ωB97M-V with the def2-TZVPD basis set.

Summary:
Net charge: +1
LUMO (spin up / spin down) (eV): -6.18 / -8.27
Multiplicity: 6
Orbital gap (spin up / spin down) (eV): 7.95 / 7.04

The geometry in XYZ format:
```
8
C2H2O3Ru (ωB97M-V with the def2-TZVPD basis set)
C -1.270 1.001 0.245
Ru -2.632 -0.293 0.810
H -1.252 1.480 -0.747
O -0.231 -1.295 -0.895
C 0.516 -0.491 -0.346
O 0.099 0.471 0.413
O 1.787 -0.835 -0.093
H 2.120 -0.325 0.657
```



6.
A molecular structure, C47H50N11O5SSn in a non-equilibrium geometry. Source: the Open Molecules 2025 dataset; level of theory: ωB97M-V with the def2-TZVPD basis set.

Summary:
Net charge: +3
LUMO (eV): -8.11
Multiplicity: 1
Orbital gap (eV): 6.01

The geometry in XYZ format:
```
115
C47H50N11O5SSn (ωB97M-V with the def2-TZVPD basis set)
Sn 0.089 0.021 0.313
C -1.117 -3.786 6.563
C -0.921 -3.295 5.146
C -0.764 -4.223 4.132
C -0.477 -3.721 2.804
C -0.099 -4.750 1.892
N 0.545 -4.529 0.735
C 0.910 -5.578 -0.198
C 2.128 -6.367 0.194
C 3.354 -5.450 0.688
N 3.900 -4.529 -0.302
C 3.647 -3.218 -0.364
C 3.808 -2.309 0.731
C 4.741 -2.662 1.717
C 4.967 -1.749 2.722
C 5.992 -2.103 3.728
C 4.223 -0.550 2.762
C 3.282 -0.185 1.812
C 2.735 1.114 1.885
N 1.770 1.597 1.131
C 1.365 2.958 1.448
C 0.318 3.011 2.558
C -0.913 2.091 2.538
N -0.605 0.629 2.374
C -0.742 -0.002 3.503
C -0.638 -1.396 3.618
C -0.892 -1.934 4.927
C -0.246 -2.319 2.559
O 0.236 -1.893 1.410
C 3.132 -1.018 0.639
O 2.446 -0.740 -0.395
H -0.882 -2.946 7.288
H -0.532 -4.666 6.735
H -2.172 -4.075 6.614
H -0.593 -5.232 4.374
H -0.430 -5.775 2.179
H 0.627 -3.529 0.498
H 0.975 -5.120 -1.171
H 0.036 -6.327 -0.139
H 2.459 -6.989 -0.658
H 1.912 -7.019 1.036
H 4.259 -6.061 1.026
H 3.109 -4.922 1.582
H 4.198 -4.927 -1.211
H 3.315 -2.645 -1.284
H 5.266 -3.595 1.636
H 5.794 -1.520 4.665
H 7.023 -1.970 3.400
H 5.890 -3.129 4.050
H 4.414 0.167 3.583
H 3.300 1.738 2.608
H 1.321 4.732 0.342
H 2.261 3.532 1.696
H -0.121 4.052 2.589
H 0.882 2.822 3.479
H -1.520 2.407 1.707
H -1.515 2.314 3.435
H -0.752 0.613 4.428
H -0.953 -1.257 5.787
N -7.956 4.368 -1.038
C -6.691 3.935 -1.218
C -5.725 4.196 -0.219
C -4.416 3.683 -0.322
C -3.983 3.076 -1.486
C -4.913 2.901 -2.551
C -6.266 3.207 -2.374
S -2.359 2.505 -1.629
O -1.809 3.030 -2.837
O -1.380 3.006 -0.373
N -2.139 1.013 -1.287
C -2.789 -0.112 -1.330
N -2.156 -1.177 -0.772
C -2.764 -2.352 -0.834
C -4.049 -2.495 -1.384
C -4.612 -1.352 -1.923
N -3.981 -0.158 -1.920
H -8.273 4.601 -0.080
H -8.656 4.012 -1.621
H -5.981 4.684 0.716
H -3.731 3.816 0.546
H -4.559 2.478 -3.504
H -6.962 3.097 -3.277
H -2.158 -3.213 -0.484
H -4.473 -3.509 -1.448
H -5.599 -1.308 -2.373
C -1.873 -0.013 -5.253
C -0.484 0.494 -4.839
C 0.227 1.469 -5.616
C 1.481 1.919 -5.193
C 1.954 1.490 -3.957
N 3.253 1.982 -3.551
C 3.552 3.309 -3.496
O 4.706 3.722 -3.657
N 2.444 4.233 -3.339
C 1.636 4.206 -2.196
C 0.552 5.190 -2.220
C -0.448 5.222 -1.264
C -0.577 4.255 -0.181
N 0.960 3.801 0.114
C 1.815 3.457 -1.074
C 1.257 0.555 -3.220
C 0.073 0.033 -3.657
H -2.328 -0.683 -4.514
H -1.802 -0.439 -6.267
H -2.604 0.846 -5.319
H -0.141 1.847 -6.604
H 2.115 2.617 -5.752
H 4.079 1.316 -3.502
H 2.694 5.044 -3.837
H 0.566 5.905 -3.064
H -1.332 5.863 -1.454
H -0.847 4.658 0.770
H 2.466 2.606 -1.020
H 1.677 0.091 -2.324
H -0.435 -0.707 -3.035
```



7.
A single C12H15NO3 molecule. Source: the Open Molecules 2025 dataset; level of theory: ωB97M-V with the def2-TZVPD basis set.

Summary:
Net charge: 0
SMILES: Cc1ccc(OC(=O)N2CCOCC2)cc1
LUMO (eV): 0.79
Multiplicity: 1
Orbital gap (eV): 9.52

The geometry in XYZ format:
```
31
C12H15NO3 (ωB97M-V with the def2-TZVPD basis set)
C 1.253 2.258 -4.989
C 0.986 1.707 -3.621
C 0.739 2.555 -2.548
C 0.464 2.049 -1.292
C 0.437 0.675 -1.092
O 0.214 0.242 0.209
C -0.534 -0.867 0.438
O -1.136 -1.494 -0.398
N -0.520 -1.180 1.755
C 0.124 -0.351 2.757
C 0.183 -1.126 4.070
O -1.095 -1.476 4.557
C -2.041 -1.768 3.542
C -1.381 -2.235 2.250
C 0.693 -0.187 -2.147
C 0.958 0.336 -3.400
H 1.895 1.591 -5.557
H 1.723 3.237 -4.928
H 0.315 2.369 -5.534
H 0.758 3.625 -2.697
H 0.272 2.706 -0.458
H -0.436 0.583 2.900
H 1.134 -0.098 2.427
H 0.794 -2.030 3.929
H 0.645 -0.515 4.849
H -2.698 -2.545 3.941
H -2.645 -0.872 3.336
H -2.129 -2.450 1.484
H -0.799 -3.146 2.433
H 0.674 -1.253 -1.994
H 1.152 -0.339 -4.220
```



8.
A molecular structure, C22H22MoN5OS8 in a non-equilibrium geometry. Source: the Open Molecules 2025 dataset; level of theory: ωB97M-V with the def2-TZVPD basis set.

Summary:
Net charge: -1
LUMO (spin up / spin down) (eV): 1.78 / 1.83
Multiplicity: 3
Orbital gap (spin up / spin down) (eV): 5.71 / 5.80

The geometry in XYZ format:
```
59
C22H22MoN5OS8 (ωB97M-V with the def2-TZVPD basis set)
Mo 0.905 -1.317 0.516
C 0.237 2.052 -2.245
C 0.236 0.654 -1.695
N 0.334 0.484 -0.392
N 0.226 1.598 0.362
C 0.019 1.440 1.621
S -0.136 -0.067 2.420
S -0.231 2.840 2.637
C -0.297 4.191 1.397
C -1.699 4.644 1.154
C -2.643 3.744 0.669
C -3.950 4.135 0.457
C -4.336 5.441 0.718
C -3.404 6.349 1.190
C -2.094 5.951 1.410
C -0.009 -0.483 -2.547
C 0.222 -0.464 -3.928
C -0.166 -1.511 -4.739
C -0.844 -2.592 -4.193
C -1.090 -2.646 -2.837
C -0.627 -1.639 -1.972
O -0.830 -1.742 -0.698
H -0.527 2.646 -1.742
H 1.206 2.509 -2.038
H 0.049 2.070 -3.312
H 0.331 4.992 1.778
H 0.143 3.745 0.507
H -2.347 2.724 0.473
H -4.669 3.419 0.083
H -5.363 5.741 0.560
H -3.698 7.373 1.386
H -1.373 6.664 1.787
H 0.759 0.364 -4.366
H 0.051 -1.487 -5.797
H -1.170 -3.404 -4.829
H -1.630 -3.481 -2.407
N -0.550 -2.869 1.575
C -1.023 -4.096 0.938
C 0.144 -4.963 0.459
N 0.871 -4.257 -0.570
H -0.060 -3.087 2.445
H -1.357 -2.286 1.795
H -1.628 -3.795 0.076
H -1.641 -4.675 1.639
H -0.263 -5.936 0.125
H 0.830 -5.149 1.292
H 0.349 -4.182 -1.435
H 1.779 -4.659 -0.756
S 6.052 -1.306 5.972
C 5.037 -1.302 4.685
S 4.165 -2.714 4.171
C 3.351 -1.971 2.809
C 3.608 -0.660 2.581
S 2.932 0.230 1.273
S 4.716 0.106 3.709
S 2.359 -2.956 1.806
S 3.863 -1.333 -3.076
C 2.837 -1.477 -1.886
N 2.044 -1.602 -1.019
```



9.
A molecular structure, C6H6O. Source: the Open Molecules 2025 dataset; level of theory: ωB97M-V with the def2-TZVPD basis set.

Summary:
Net charge: 0
LUMO (spin up / spin down) (eV): -0.60 / -0.60
Multiplicity: 1
Orbital gap (spin up / spin down) (eV): 8.39 / 8.40

The geometry in XYZ format:
```
13
C6H6O (ωB97M-V with the def2-TZVPD basis set)
C 1.376 0.435 0.617
C 1.528 0.148 -0.709
C 0.230 -0.038 -1.032
C -0.651 1.022 -0.419
C -0.132 0.373 0.933
O -0.653 -0.982 0.778
C -0.370 -1.362 -0.576
H 2.171 0.516 1.363
H -1.725 0.930 -0.622
H -0.293 2.040 -0.537
H -0.530 0.731 1.894
H 0.342 -2.191 -0.594
H -1.294 -1.622 -1.096
```



10.
A molecular structure, C37H28N6O4RuS2. Source: the Open Molecules 2025 dataset; level of theory: ωB97M-V with the def2-TZVPD basis set.

Summary:
Net charge: -1
LUMO (spin up / spin down) (eV): 2.38 / 1.71
Multiplicity: 2
Orbital gap (spin up / spin down) (eV): 6.27 / 5.60

The geometry in XYZ format:
```
78
C37H28N6O4RuS2 (ωB97M-V with the def2-TZVPD basis set)
Ru 0.175 -0.125 0.241
O -4.037 2.287 -2.231
C -3.016 2.506 -3.080
C -3.282 3.234 -4.239
C -2.266 3.533 -5.127
C -0.965 3.101 -4.882
C -0.701 2.366 -3.741
C -1.707 2.060 -2.827
C -1.347 1.344 -1.579
O -0.106 1.021 -1.402
N -2.288 1.105 -0.713
N -1.814 0.664 0.531
C -2.005 -0.610 0.790
C -1.862 -1.154 2.164
C -2.979 -1.549 2.892
C -2.850 -2.045 4.179
C -1.575 -2.155 4.735
C -0.452 -1.791 4.019
C -0.573 -1.300 2.708
O 0.497 -0.997 2.004
H -3.663 1.787 -1.456
H -4.296 3.572 -4.408
H -2.488 4.115 -6.013
H -0.168 3.340 -5.575
H 0.300 2.022 -3.516
H -2.537 -1.208 0.048
H -3.961 -1.449 2.443
H -3.725 -2.337 4.745
H -1.461 -2.538 5.742
H 0.542 -1.882 4.438
N 1.992 -2.837 -2.637
C 1.666 -1.945 -1.621
S 0.024 -2.023 -0.999
N 2.558 -1.124 -1.203
N 2.093 -0.304 -0.195
C 2.939 0.525 0.415
C 4.402 0.421 0.166
C 5.076 -0.771 0.420
C 6.442 -0.856 0.213
C 7.148 0.243 -0.263
C 6.479 1.428 -0.527
C 5.110 1.517 -0.309
C 2.459 1.467 1.307
C 3.214 2.166 2.293
C 2.616 2.683 3.393
C 1.223 2.364 3.634
C 0.456 1.827 2.688
N 0.993 1.703 1.327
H 1.403 -3.654 -2.669
H 2.979 -3.043 -2.683
H 4.516 -1.623 0.781
H 6.961 -1.784 0.420
H 8.216 0.173 -0.430
H 7.022 2.286 -0.904
H 4.577 2.438 -0.511
H 4.290 2.212 2.180
H 3.193 3.192 4.152
H 0.803 2.495 4.624
H -0.568 1.505 2.800
C -1.661 9.313 -2.129
C -2.433 8.794 -3.316
O -3.513 9.204 -3.638
S -1.612 7.521 -4.320
C -1.015 6.454 -3.028
C -1.923 5.723 -2.268
C -1.470 4.872 -1.277
C -0.100 4.719 -1.046
C 0.803 5.458 -1.812
C 0.349 6.321 -2.793
C 0.362 3.756 -0.096
C 0.664 2.826 0.599
H -2.201 10.152 -1.697
H -0.661 9.610 -2.442
H -1.548 8.525 -1.383
H -2.983 5.803 -2.473
H -2.171 4.278 -0.704
H 1.864 5.335 -1.639
H 1.051 6.891 -3.389
```



11.
2 unconnected molecules or ions with the total composition C5H14 in a non-equilibrium geometry. Source: the Open Molecules 2025 dataset; level of theory: ωB97M-V with the def2-TZVPD basis set.

Summary:
Net charge: 0
SMILES: CCC.CC
LUMO (eV): 1.19
Multiplicity: 1
Orbital gap (eV): 12.10

The geometry in XYZ format:
```
19
C5H14 (ωB97M-V with the def2-TZVPD basis set)
C 1.351 -0.853 1.736
C 1.883 -0.553 0.300
C 0.878 -0.930 -0.768
H 0.390 -1.335 1.552
H 1.991 -1.589 2.241
H 1.248 0.022 2.360
H 2.905 -0.980 0.164
H 2.185 0.482 0.122
H 1.283 -1.225 -1.743
H 0.207 -0.085 -0.914
H 0.183 -1.784 -0.603
C -1.772 1.411 0.076
C -2.127 0.821 -1.267
H -0.707 1.376 0.337
H -2.092 2.454 0.142
H -2.274 0.863 0.861
H -2.602 -0.156 -1.314
H -2.699 1.489 -1.946
H -1.248 0.877 -1.932
```



12.
A single C3H8N2O2 molecule. Source: the Open Molecules 2025 dataset; level of theory: ωB97M-V with the def2-TZVPD basis set.

Summary:
Net charge: 0
SMILES: NC(=O)NCCO
LUMO (eV): 0.66
Multiplicity: 1
Orbital gap (eV): 10.43

The geometry in XYZ format:
```
15
C3H8N2O2 (ωB97M-V with the def2-TZVPD basis set)
N -0.515 -2.210 -0.904
C 0.143 -1.254 -0.158
O 0.475 -1.457 1.007
N 0.431 -0.092 -0.819
C 0.725 1.126 -0.076
C -0.483 1.642 0.701
O -0.864 0.820 1.776
H -0.884 -2.952 -0.327
H -1.154 -1.888 -1.617
H 0.108 0.012 -1.769
H 1.054 1.882 -0.797
H 1.561 0.933 0.605
H -1.325 1.740 -0.004
H -0.261 2.650 1.079
H -0.308 0.021 1.781
```